1.
The molecule C21H33N3O3, computed with wB97M-V/def2-TZVPD.

Values from the calculation:
* structure (SMILES): CN(C(=O)[C@H]1CCC(=O)N(CCCN2CCCC2=O)C1)C(C1CC1)C1CC1
* gap between HOMO and LUMO: 9.39 eV

Structure (XYZ):
```
60
C21H33N3O3 (wB97M-V/def2-TZVPD)
C -3.70 -0.98 1.84
N -2.74 -0.33 0.97
C -2.51 0.99 1.18
O -2.99 1.57 2.14
C -1.62 1.74 0.19
C -2.08 3.21 0.08
C -0.94 4.20 0.33
C 0.32 3.79 -0.39
O 0.96 4.52 -1.13
N 0.67 2.50 -0.14
C 1.83 1.95 -0.81
C 3.11 2.07 0.02
C 3.23 1.00 1.11
N 3.49 -0.32 0.57
C 4.82 -0.71 0.15
C 4.71 -2.23 0.01
C 3.23 -2.46 -0.29
C 2.55 -1.24 0.32
O 1.36 -1.12 0.54
C -0.17 1.69 0.70
C -2.20 -1.12 -0.14
C -3.05 -0.90 -1.39
C -2.87 -1.77 -2.60
C -2.46 -0.34 -2.65
C -2.14 -2.59 0.22
C -0.95 -3.40 -0.20
C -1.14 -3.07 1.24
H -4.13 -0.22 2.49
H -3.22 -1.74 2.45
H -4.50 -1.43 1.25
H -1.66 1.28 -0.79
H -2.49 3.38 -0.91
H -2.87 3.39 0.81
H -1.22 5.20 0.00
H -0.72 4.24 1.40
H 1.63 0.90 -1.06
H 1.96 2.52 -1.73
H 3.98 2.00 -0.64
H 3.12 3.05 0.49
H 4.04 1.25 1.79
H 2.30 0.93 1.68
H 5.07 -0.24 -0.81
H 5.56 -0.41 0.89
H 4.98 -2.71 0.95
H 5.36 -2.62 -0.77
H 3.02 -2.45 -1.36
H 2.83 -3.38 0.13
H 0.20 0.67 0.70
H -0.15 2.06 1.74
H -1.17 -0.79 -0.32
H -4.07 -0.61 -1.16
H -2.10 -2.52 -2.57
H -3.75 -2.08 -3.15
H -1.40 -0.12 -2.66
H -3.05 0.36 -3.23
H -3.09 -3.10 0.19
H -0.14 -2.89 -0.72
H -1.11 -4.41 -0.53
H -0.48 -2.33 1.67
H -1.44 -3.85 1.92
```

---

2.
The molecule C21H33N3O3, computed with wB97M-V/def2-TZVPD.

Values from the calculation:
* structure (SMILES): CCOc1ccc(NC(=O)N(CCC(C)C)C2CCN(C(C)=O)CC2)cc1
* gap between HOMO and LUMO: 8.32 eV

Structure (XYZ):
```
60
C21H33N3O3 (wB97M-V/def2-TZVPD)
C -2.75 -2.25 -7.78
C -2.44 -2.20 -6.29
O -1.57 -1.11 -6.07
C -1.15 -0.85 -4.80
C -0.30 0.24 -4.66
C 0.18 0.59 -3.41
C -0.18 -0.13 -2.28
N 0.35 0.28 -1.05
C 0.10 -0.23 0.20
O -0.71 -1.12 0.41
N 0.84 0.33 1.21
C 1.90 1.29 1.00
C 1.37 2.74 0.93
C 2.36 3.76 0.35
C 3.68 3.76 1.12
C 2.61 3.54 -1.14
C 0.48 0.03 2.60
C -0.96 0.41 2.93
C -1.24 0.12 4.40
N -0.99 -1.28 4.69
C -2.04 -2.09 5.01
C -1.73 -3.56 5.18
O -3.15 -1.64 5.18
C 0.36 -1.68 4.42
C 0.70 -1.45 2.94
C -1.03 -1.22 -2.42
C -1.51 -1.58 -3.67
H -3.43 -3.08 -7.99
H -1.83 -2.39 -8.35
H -3.22 -1.32 -8.10
H -1.97 -3.14 -5.97
H -3.37 -2.06 -5.72
H -0.02 0.80 -5.53
H 0.85 1.44 -3.32
H 0.93 1.10 -1.12
H 2.45 1.03 0.09
H 2.60 1.20 1.83
H 0.46 2.75 0.32
H 1.08 3.05 1.93
H 1.90 4.74 0.47
H 4.31 4.58 0.79
H 4.23 2.83 0.96
H 3.50 3.88 2.19
H 3.23 4.34 -1.53
H 3.12 2.60 -1.33
H 1.67 3.55 -1.69
H 1.15 0.63 3.22
H -1.13 1.47 2.72
H -1.64 -0.18 2.31
H -2.29 0.32 4.64
H -0.60 0.73 5.04
H -1.35 -3.98 4.25
H -2.66 -4.06 5.44
H -1.01 -3.73 5.97
H 0.51 -2.73 4.67
H 1.03 -1.08 5.05
H 1.74 -1.73 2.75
H 0.06 -2.06 2.31
H -1.32 -1.79 -1.56
H -2.17 -2.43 -3.74
```

---

The structure with the least stability is 1.

---

1.
The ion C3H10N3S with charge +1, computed with wB97M-V/def2-TZVPD.

Values from the calculation:
* structure (SMILES): C=[NH+]CCSNN
* net charge: +1
* gap between HOMO and LUMO: 7.71 eV

Structure (XYZ):
```
17
C3H10N3S (wB97M-V/def2-TZVPD)
C 1.70 -0.18 -1.44
N 0.48 -0.36 -1.06
C -0.38 0.87 -0.99
C -0.14 1.66 0.30
S -0.02 0.67 1.77
N -0.83 -0.80 1.04
N -0.69 -2.06 1.56
H 1.99 0.86 -1.74
H 2.38 -0.98 -1.82
H -0.07 -0.94 -0.39
H -1.36 0.45 -1.05
H -0.41 1.60 -1.74
H 0.85 2.17 0.26
H -0.98 2.40 0.45
H -1.73 -0.54 0.85
H -1.10 -2.44 2.47
H 0.31 -2.39 1.55
```

---

2.
The ion C3H10N3S with charge +1, computed with wB97M-V/def2-TZVPD.

Values from the calculation:
* structure (SMILES): CS[N@H+]1CNCN1
* net charge: +1
* gap between HOMO and LUMO: 10.39 eV

Structure (XYZ):
```
17
C3H10N3S (wB97M-V/def2-TZVPD)
C 2.76 -0.11 -0.14
S 1.39 0.62 0.77
N 0.02 0.15 -0.33
C -0.85 -1.01 0.22
N -1.84 -0.37 0.97
C -2.24 0.75 0.16
N -1.01 1.26 -0.49
H 2.87 0.37 -1.11
H 2.63 -1.19 -0.22
H 3.64 0.09 0.46
H 0.40 -0.04 -1.27
H -0.23 -1.70 0.79
H -1.29 -1.50 -0.66
H -1.56 -0.12 1.91
H -2.90 0.39 -0.64
H -2.74 1.52 0.73
H -0.64 2.10 -0.06
```

---

3.
A cluster of 2 separate species, C3H10N3S in total, computed with wB97M-V/def2-TZVPD.

Values from the calculation:
* net charge: +1
* gap between HOMO and LUMO: 8.33 eV

Structure (XYZ):
```
17
C3H10N3S (wB97M-V/def2-TZVPD)
C 0.44 0.43 -0.10
C 2.90 0.73 0.40
C -2.06 1.27 -0.50
N -2.37 -1.53 0.14
N 1.70 -0.07 0.10
N 1.99 -1.31 -0.14
S -0.95 0.36 0.67
H 2.59 1.68 0.96
H 3.51 0.09 1.11
H 3.23 0.86 -0.61
H -2.35 0.50 -1.12
H -1.60 2.17 -0.83
H -2.73 1.80 0.18
H -3.35 -1.61 0.33
H -1.83 -2.28 0.50
H 2.95 -1.57 -0.25
H -2.09 -1.51 -0.84
```

---

The structure with the least stability is 3.

---

1.
The ion C9H17N6 with charge +1, computed with wB97M-V/def2-TZVPD.

Values from the calculation:
* net charge: +1
* gap between HOMO and LUMO (alpha / beta): 9.20 / 7.19 eV

Structure (XYZ):
```
32
C9H17N6 (wB97M-V/def2-TZVPD)
C -2.68 0.67 -0.16
C 0.69 0.54 1.62
C 1.91 1.43 -1.65
C 0.65 0.62 -1.88
C 1.88 1.87 -0.17
C 0.26 0.26 -0.52
C -0.62 -0.80 0.22
C 1.12 -2.65 0.00
C -0.31 -2.19 -0.29
N -2.07 1.74 -0.07
N -2.04 -0.60 0.06
N 1.01 0.94 0.39
N -0.14 -0.56 1.55
N -3.99 0.62 -0.45
N 1.10 1.16 2.75
H 2.86 0.90 -1.82
H 2.05 2.26 -2.27
H -0.13 1.37 -2.29
H 0.83 -0.32 -2.42
H 2.81 1.77 0.32
H 1.41 2.89 -0.03
H 1.43 -3.09 -0.91
H 1.31 -3.42 0.91
H 1.76 -1.87 0.24
H -1.06 -3.06 0.04
H -0.46 -2.13 -1.41
H -2.61 -1.43 0.25
H -0.67 -0.88 2.28
H -4.40 1.54 -0.66
H -4.77 0.11 -0.12
H 2.04 1.51 2.89
H 0.83 0.80 3.60
```

---

2.
The ion C9H17N6 with charge +1, computed with wB97M-V/def2-TZVPD.

Values from the calculation:
* structure (SMILES): CC(C)N(N)[C@@]1(C)[NH+]=CNc2[nH]ncc21
* net charge: +1
* gap between HOMO and LUMO: 9.06 eV

Structure (XYZ):
```
32
C9H17N6 (wB97M-V/def2-TZVPD)
C 1.55 -2.11 -0.01
C 1.17 -0.86 -0.81
C 2.09 -0.66 -2.02
N 1.02 0.40 -0.09
N 2.28 0.76 0.64
C -0.04 0.60 0.83
C 0.16 0.33 2.31
N -0.49 2.03 0.67
C -1.40 2.58 -0.14
N -2.27 1.83 -0.84
C -2.33 0.46 -0.66
N -3.37 -0.37 -0.87
N -3.21 -1.44 -0.10
C -2.09 -1.41 0.50
C -1.49 -0.18 0.23
H 2.57 -2.03 0.27
H 1.05 -2.12 0.92
H 1.32 -2.99 -0.54
H 0.20 -0.98 -1.31
H 2.42 -1.66 -2.19
H 2.86 -0.03 -1.81
H 1.66 -0.34 -3.01
H 2.74 -0.10 1.05
H 2.97 1.25 0.09
H 0.47 -0.67 2.49
H -0.65 0.61 2.80
H 0.94 0.98 2.55
H 0.07 2.60 1.23
H -1.40 3.62 -0.42
H -2.99 2.27 -1.37
H -4.10 -0.32 -1.59
H -1.71 -2.06 1.21
```

---

The structure with the least stability is 2.